(1)
A structure of composition C43H80I2N2O14SSi2 in a non-equilibrium geometry. Source: OMol25; level of theory: ωB97M-V/def2-TZVPD.

Results
Orbital gap   0.2830 Eh
Largest force on an atom   1.880 eV/Å
E_LUMO   -0.340 eV
E_HOMO   -0.296 Ha

The geometry in ORCA input format:
```
! RIJCOSX wB97M-V def2-TZVPD def2/J DEFGRID3
* xyz 0 1
C 4.2119 -1.0863 4.9210
C 4.7571 -2.1292 3.9413
I 6.3122 -3.2543 4.9651
C 5.3688 -1.5371 2.6801
Si 4.1284 -1.3556 1.2862
S 2.6178 0.0495 1.8386
C 5.1383 -0.6948 -0.1502
O 4.5809 -0.9163 -1.4531
N 4.5476 0.3381 -2.1880
O 5.4143 0.3931 -2.9501
O 3.5982 -2.8855 0.9790
Si 2.0556 -3.3619 0.5694
I 1.0609 -2.0178 -1.2297
C 2.2946 -5.1009 -0.0957
C 1.0558 -5.8195 -0.4428
O 0.1631 -5.3462 -1.0662
C 0.9848 -3.4258 2.0909
C -0.5052 -3.2541 1.8411
C -1.3265 -3.3435 3.1289
N -1.9406 -2.0759 3.4694
C -3.2716 -1.8755 2.9095
C -3.2971 -0.9698 1.6888
C -2.7310 0.3271 1.7581
C -2.7160 1.1843 0.6379
C -3.2652 0.7327 -0.5851
C -3.8400 -0.5398 -0.6580
C -3.8625 -1.3733 0.4621
O -4.4695 -2.6070 0.3101
H 4.6862 -1.1345 5.8863
H 4.3849 -0.0958 4.5187
H 3.1394 -1.1803 5.0326
H 3.9945 -2.8506 3.6917
H 6.1663 -2.1765 2.3223
H 5.7956 -0.5607 2.8848
H 2.2215 -0.4072 3.0247
H 6.0630 -1.2658 -0.1095
H 5.4177 0.3445 -0.0018
H 2.9484 -5.0203 -0.9592
H 2.8507 -5.6138 0.6772
H 0.9916 -6.8624 -0.1266
H 1.3103 -2.6672 2.8026
H 1.1942 -4.3883 2.5507
H -0.8352 -4.0481 1.1787
H -0.7048 -2.3044 1.3623
H -2.0573 -4.1504 3.0356
H -0.6745 -3.6245 3.9504
H -1.9616 -1.9415 4.4676
H -3.6891 -2.8406 2.6305
H -3.9055 -1.4393 3.6705
H -2.3098 0.6543 2.6927
H -2.2784 2.1657 0.7144
H -3.2311 1.3594 -1.4500
H -4.2599 -0.9033 -1.5795
H -3.8896 -3.3004 0.6356
C 1.0198 -8.6708 3.6255
C 2.1209 -7.8202 3.0448
O 1.8841 -6.9226 2.2670
C 3.5301 -8.1383 3.4774
H 0.0598 -8.3411 3.2369
H 1.1762 -9.7174 3.3608
H 1.0171 -8.5865 4.7131
H 3.7814 -9.1648 3.2070
H 3.6213 -8.0341 4.5595
H 4.2256 -7.4582 2.9923
C 2.0840 3.9232 1.5851
C 0.8599 4.6452 1.0720
O -0.1584 4.6815 1.7244
C 0.9720 5.3107 -0.2707
H 1.8532 3.4800 2.5509
H 2.3754 3.1330 0.8912
H 2.9155 4.6217 1.7011
H 1.1964 4.5623 -1.0309
H 1.7621 6.0621 -0.2610
H 0.0268 5.7860 -0.5165
C -2.4699 3.9718 -5.2441
C -2.4110 2.7565 -4.3552
O -2.3710 2.8304 -3.1485
C -2.3898 1.4209 -5.0604
H -2.4818 4.8769 -4.6395
H -1.5893 3.9552 -5.8888
H -3.3675 3.9414 -5.8638
H -1.5188 1.3773 -5.7164
H -3.2902 1.3006 -5.6659
H -2.3387 0.6196 -4.3256
C 2.9132 8.0156 -3.8140
C 3.2268 7.5377 -2.4171
O 2.5511 7.8593 -1.4688
C 4.4224 6.6276 -2.2643
H 2.0348 8.6549 -3.7909
H 3.7577 8.5766 -4.2176
H 2.7197 7.1612 -4.4660
H 5.3263 7.1340 -2.6066
H 4.2820 5.7249 -2.8617
H 4.5400 6.3514 -1.2194
C -4.8441 -1.3085 7.2691
C -3.3636 -1.5882 7.3161
O -2.7515 -1.9201 6.3264
C -2.6818 -1.4350 8.6520
H -5.2128 -1.4537 6.2571
H -5.3732 -1.9815 7.9454
H -5.0400 -0.2814 7.5802
H -3.1297 -2.1125 9.3803
H -2.7973 -0.4127 9.0145
H -1.6242 -1.6633 8.5509
C 2.4478 2.4488 -6.7875
C 1.1521 2.8684 -7.4276
O 0.1346 2.9706 -6.7763
C 1.1769 3.1447 -8.9079
H 2.2900 2.2834 -5.7257
H 2.8007 1.5249 -7.2484
H 3.2074 3.2211 -6.9207
H 1.4941 2.2493 -9.4446
H 1.8812 3.9491 -9.1269
H 0.1841 3.4328 -9.2440
C 0.5208 10.0641 2.5829
C 0.4081 8.8015 3.4082
O 0.4605 8.8312 4.6156
C 0.2298 7.5135 2.6438
H 0.6462 10.9202 3.2411
H 1.3766 9.9955 1.9094
H -0.3793 10.1992 1.9814
H 1.0826 7.3674 1.9782
H -0.6772 7.5512 2.0402
H 0.1603 6.6778 3.3316
C -1.1952 -1.4634 -7.1842
C 0.2742 -1.1511 -7.3267
O 0.8097 -1.0791 -8.4093
C 1.0467 -0.9244 -6.0502
H -1.6348 -1.6017 -8.1686
H -1.3296 -2.3730 -6.5967
H -1.7036 -0.6455 -6.6725
H 1.0050 -1.8072 -5.4100
H 0.6197 -0.0759 -5.5093
H 2.0837 -0.7120 -6.2974
C -7.1356 -4.1440 0.1247
C -7.7899 -5.3689 -0.4629
O -7.3840 -6.4846 -0.2361
C -8.9861 -5.1331 -1.3579
H -6.2962 -4.4425 0.7430
H -6.7742 -3.4868 -0.6649
H -7.8534 -3.5960 0.7379
H -8.7003 -4.5139 -2.2094
H -9.7720 -4.6169 -0.8045
H -9.3656 -6.0862 -1.7174
*
```



(2)
A cluster of 6 separate species, C43H81ClFN6O11P3 in total in a non-equilibrium geometry. Source: OMol25; level of theory: ωB97M-V/def2-TZVPD.

Results
Orbital gap   0.3108 Eh
Largest force on an atom   1.862 eV/Å
E_LUMO   -0.407 eV
E_HOMO   -0.326 Ha

The geometry in ORCA input format:
```
! RIJCOSX wB97M-V def2-TZVPD def2/J DEFGRID3
* xyz 0 1
C -2.4101 1.0113 -0.0196
C -3.7170 0.3974 0.5193
C -4.7111 1.3979 1.1270
C -4.1803 2.2293 2.3041
C -3.9791 1.3988 3.5870
C -2.5063 0.9591 3.6731
C -2.1485 0.2794 4.9937
C -2.7738 -1.1261 5.1984
C -3.0486 -1.9041 3.9091
C -2.9317 -3.4340 4.0773
C -1.4318 -3.8236 3.8658
C -1.3293 -4.4819 2.4959
C 0.0833 -4.8394 2.0138
C 1.1851 -3.8133 2.3616
C 2.1220 -3.4371 1.2298
C 3.4926 -3.3539 1.3841
C 4.0982 -3.6738 2.7266
C 4.3213 -2.4040 3.5897
F 3.8274 -1.2631 2.9996
C 4.3174 -2.9536 0.3443
P 6.1290 -2.7888 0.5675
P 7.0187 -4.5953 -0.2667
O 6.0294 -5.4994 -0.8469
O 7.9192 -5.3131 0.8518
O 8.0463 -4.0884 -1.3747
C 3.8242 -2.6228 -0.9058
C 4.7731 -2.1470 -2.0000
C 4.5178 -2.6365 -3.4396
C 4.4590 -1.3969 -4.3632
C 5.7249 -3.4721 -3.9389
C 2.4711 -2.7241 -1.0477
C 1.6388 -3.1194 -0.0048
C 0.2123 -3.0387 -0.5219
O -0.8404 -2.8435 0.0334
N 0.3678 -3.1527 -1.9583
P 0.1947 -4.7957 -2.4737
O -0.9558 -4.6801 -3.6252
Cl 1.8942 -5.2791 -3.5544
C 1.5756 -2.4017 -2.2329
O 1.7267 -1.6518 -3.1644
H -2.5122 1.3048 -1.0634
H -2.0398 1.8342 0.5810
H -1.6559 0.2170 -0.0055
H -3.4728 -0.4070 1.2143
H -4.2169 -0.0757 -0.3305
H -5.5328 0.7936 1.5303
H -5.1512 2.0105 0.3389
H -4.9162 3.0208 2.4714
H -3.2623 2.7494 2.0389
H -4.6674 0.5569 3.6367
H -4.1066 2.0954 4.4188
H -2.2144 0.3731 2.8049
H -1.9219 1.8831 3.6176
H -2.5521 0.9219 5.7839
H -1.0720 0.2650 5.1675
H -2.0565 -1.7080 5.7872
H -3.6703 -1.0598 5.8152
H -2.3180 -1.6433 3.1418
H -4.0451 -1.6458 3.5441
H -3.5234 -3.8727 3.2717
H -3.3051 -3.7604 5.0468
H -1.1409 -4.4722 4.6959
H -0.8735 -2.8910 3.9549
H -1.8853 -3.8644 1.7925
H -1.8826 -5.4205 2.5770
H 0.0568 -5.0782 0.9517
H 0.3555 -5.7693 2.5174
H 1.7484 -4.2280 3.1890
H 0.7871 -2.8721 2.7459
H 3.4729 -4.3502 3.2969
H 5.0542 -4.1765 2.6197
H 3.8116 -2.5424 4.5449
H 5.3773 -2.2799 3.8338
H 6.4433 -2.8142 1.9340
H 7.4568 -6.1442 1.0341
H 8.1937 -3.1360 -1.2942
H 5.7564 -2.5277 -1.7284
H 4.8671 -1.0608 -1.9270
H 3.6548 -3.2753 -3.5572
H 4.0716 -1.6267 -5.3525
H 3.8314 -0.6577 -3.8680
H 5.4612 -0.9623 -4.3883
H 5.6038 -4.5078 -3.6149
H 5.6526 -3.4921 -5.0278
H 6.6762 -3.0378 -3.6429
H -0.8308 -3.8346 -4.0858
C 0.8225 5.6928 -0.3141
N -0.3168 4.8011 -0.2033
C -1.5895 5.1041 0.1693
C -1.8899 6.5404 0.5194
O -2.4419 4.2306 0.2118
H 1.1974 5.6756 -1.3391
H 1.6161 5.3510 0.3532
H 0.5545 6.7106 -0.0531
H -0.1847 3.8263 -0.4232
H -2.9376 6.6258 0.7919
H -1.2795 6.8584 1.3668
H -1.7028 7.1915 -0.3339
C 5.4931 3.5604 -1.4773
N 6.1439 2.3848 -2.0232
C 6.0239 1.8615 -3.2748
C 5.1061 2.5650 -4.2445
O 6.6413 0.8556 -3.5847
H 6.2503 4.2792 -1.1584
H 4.8967 3.2742 -0.6087
H 4.8470 4.0293 -2.2113
H 6.7704 1.8654 -1.4290
H 5.1150 2.0303 -5.1888
H 4.0833 2.5760 -3.8658
H 5.4468 3.5873 -4.4175
C -6.5725 -4.4781 -0.7935
N -6.2547 -4.7308 0.5996
C -5.0920 -5.1995 1.1255
C -3.9688 -5.5063 0.1637
O -4.9823 -5.3574 2.3325
H -6.8337 -3.4259 -0.9201
H -7.4295 -5.0876 -1.0857
H -5.7339 -4.7142 -1.4391
H -6.9621 -4.5459 1.2929
H -3.1140 -5.8688 0.7243
H -4.2739 -6.2783 -0.5442
H -3.6724 -4.6065 -0.3783
C -1.6633 2.0953 -6.1447
N -0.2136 2.0683 -6.1994
C 0.6532 1.5330 -5.2965
C 0.0655 0.8770 -4.0707
O 1.8574 1.5929 -5.4876
H -2.0687 1.5817 -7.0185
H -2.0076 3.1309 -6.1588
H -2.0335 1.6123 -5.2472
H 0.2433 2.4899 -6.9922
H 0.8718 0.5012 -3.4534
H -0.5082 1.6050 -3.4933
H -0.5744 0.0399 -4.3516
C -5.1051 9.6742 2.8928
N -4.1400 9.3957 1.8450
C -4.0462 9.9640 0.6128
C -5.0592 11.0249 0.2558
O -3.1703 9.6179 -0.1632
H -4.5802 10.0094 3.7889
H -5.6538 8.7616 3.1313
H -5.8091 10.4404 2.5880
H -3.4351 8.6973 2.0190
H -4.8555 11.3790 -0.7499
H -6.0688 10.6131 0.2830
H -4.9876 11.8680 0.9439
*
```



(3)
A cluster of 11 separate species, C43H82F2O19S5 in total in a non-equilibrium geometry. Source: OMol25; level of theory: ωB97M-V/def2-TZVPD.

Results
Orbital gap   0.3435 Eh
Largest force on an atom   4.313 eV/Å
E_LUMO   0.443 eV
E_HOMO   -0.327 Ha

The geometry in ORCA input format:
```
! RIJCOSX wB97M-V def2-TZVPD def2/J DEFGRID3
* xyz 0 1
C 0.5363 -6.9040 -2.3923
C 1.4566 -6.2879 -1.3375
O 2.1985 -5.2179 -1.9201
S 2.6924 -3.9306 -1.0971
C 3.7917 -4.6629 0.1236
O 3.4937 -3.1722 -2.0099
O 1.4960 -3.3460 -0.4961
H 0.2341 -6.1920 -3.1609
H -0.3595 -7.3493 -1.9645
H 1.0921 -7.6694 -2.9347
H 0.9388 -5.9168 -0.4517
H 2.1476 -7.0883 -1.0646
H 3.2235 -5.3459 0.7540
H 4.1757 -3.8488 0.7240
H 4.5227 -5.1746 -0.4949
C 3.5783 -0.5837 0.6746
C 4.9775 -1.0499 1.0598
O 5.2836 -2.0587 0.0849
S 6.6943 -2.9200 0.2266
C 7.9664 -1.6538 -0.1845
O 6.8446 -3.2733 1.6107
O 6.7020 -3.9027 -0.8070
H 3.6281 0.1457 -0.1355
H 3.0570 -0.0330 1.4565
H 2.9624 -1.3788 0.2524
H 5.7265 -0.2633 0.9533
H 4.9932 -1.4119 2.0887
H 7.9768 -0.8580 0.5557
H 7.8057 -1.3227 -1.2053
H 8.9398 -2.1332 -0.0818
C 3.5606 -2.9242 -6.2519
C 3.8648 -1.8257 -5.2489
O 2.5660 -1.3094 -4.9008
S 2.4629 0.1019 -4.0880
C 2.4260 -0.3217 -2.3391
O 3.6310 0.8750 -4.4582
O 1.1342 0.5985 -4.3434
H 4.4272 -3.5573 -6.4440
H 3.2897 -2.4678 -7.2059
H 2.7076 -3.5312 -5.9561
H 4.4105 -2.1579 -4.3631
H 4.4660 -1.0225 -5.6773
H 2.0973 0.5815 -1.8312
H 3.4631 -0.5217 -2.0751
H 1.8122 -1.2075 -2.2198
C -7.3814 0.6950 -3.2786
C -6.9495 -0.3559 -2.2362
O -5.9045 0.1788 -1.4400
S -5.4496 -0.6905 -0.1621
C -4.7026 -2.1217 -1.0165
O -4.4490 0.0129 0.5907
O -6.6264 -1.1290 0.5643
H -8.2841 0.4023 -3.8128
H -6.5612 0.8201 -3.9812
H -7.6456 1.6121 -2.7514
H -7.8338 -0.5288 -1.6199
H -6.7542 -1.2765 -2.7873
H -3.9837 -1.8366 -1.7797
H -5.4784 -2.6674 -1.5515
H -4.2456 -2.7332 -0.2448
C 0.2292 5.8978 -0.3950
C 1.5202 5.2232 0.0658
O 1.5892 3.9478 -0.5595
S 1.5862 2.6303 0.3938
C -0.0689 2.7272 1.1006
O 1.6217 1.4752 -0.4376
O 2.4983 2.7806 1.5046
H 0.1432 5.7748 -1.4746
H 0.1941 6.9574 -0.1431
H -0.6278 5.4260 0.0864
H 2.3615 5.8994 -0.0883
H 1.4702 5.1578 1.1572
H -0.2272 1.8039 1.6531
H -0.7258 2.7688 0.2292
H -0.2378 3.6303 1.6788
F 4.5553 -4.8409 4.5779
C 3.3817 -4.7138 3.9449
C 2.6075 -5.8373 3.7050
C 1.4740 -5.7376 2.9064
C 1.0996 -4.5004 2.4297
C 1.8484 -3.3474 2.6760
C 3.0134 -3.4806 3.4193
H 2.9821 -6.7725 4.1047
H 1.0118 -6.6742 2.6234
H 0.2839 -4.4694 1.7169
H 1.5523 -2.4348 2.1792
H 3.6383 -2.6306 3.6699
F -4.0801 3.8918 -6.2585
C -3.5302 2.8407 -5.6560
C -4.0569 2.3584 -4.4502
C -3.4555 1.2968 -3.7886
C -2.3137 0.7091 -4.3457
C -1.9613 1.0086 -5.6519
C -2.5789 2.0573 -6.3044
H -4.9628 2.7770 -4.0286
H -3.7317 0.9940 -2.7913
H -1.8054 -0.1379 -3.9058
H -1.0546 0.6462 -6.1182
H -2.2308 2.4979 -7.2337
C -2.4917 4.4163 5.2375
C -2.8656 4.1181 3.7877
C -3.3709 2.6500 3.8144
O -2.9708 2.1820 5.0803
C -3.0539 3.2394 6.0350
H -2.7853 5.4421 5.4794
H -1.4121 4.4811 5.3937
H -2.0666 4.2268 3.0528
H -3.6626 4.7318 3.3597
H -2.9700 2.1106 2.9579
H -4.4641 2.5782 3.7744
H -2.4974 2.9513 6.9222
H -4.1251 3.2833 6.2719
C -3.5356 5.5695 -1.6876
C -3.3992 6.5243 -0.5310
C -3.0225 5.5442 0.5994
O -2.1681 4.6145 -0.0529
C -2.4902 4.4944 -1.4348
H -3.5433 5.9801 -2.6971
H -4.5085 5.0728 -1.6008
H -4.2510 7.1756 -0.3343
H -2.5531 7.2189 -0.5557
H -3.9087 5.0072 0.9612
H -2.5414 5.9960 1.4633
H -2.8762 3.5031 -1.6917
H -1.5955 4.5810 -2.0581
C 0.8231 -1.5328 5.8791
C 2.1297 -0.7480 5.8163
C 1.6643 0.4544 4.9526
O 0.9353 -0.1751 3.9061
C 0.0607 -1.0837 4.5946
H 0.1761 -1.1948 6.6857
H 0.9541 -2.6094 5.7938
H 2.9218 -1.2552 5.2685
H 2.5636 -0.3829 6.7469
H 2.5121 0.9178 4.4450
H 1.0820 1.2058 5.4921
H -0.2045 -1.9184 3.9476
H -0.8569 -0.5569 4.8710
C -0.1631 -0.3933 0.9748
C -0.6394 0.7788 0.1125
C -1.4836 0.2007 -1.0380
O -1.8312 -1.1328 -0.6310
C -1.1795 -1.4542 0.5956
H -0.2719 -0.2193 2.0438
H 0.8346 -0.7358 0.7026
H 0.1780 1.4348 -0.1880
H -1.3122 1.3731 0.7396
H -0.8156 0.1590 -1.9015
H -2.3538 0.8376 -1.1718
H -0.6132 -2.3540 0.3089
H -1.8395 -1.7967 1.3976
*
```